Run A
ORCA calculation (ωB97M-V/def2-TZVPD) on a cluster of 3 separate species, C3H11NO3 in total.

Last column: natural (NBO) charge in e.
Geometry (Å):
C (0.782, -1.435, 1.420)  0.52
N (0.781, -0.669, 0.322)  -0.61
C (1.665, 0.492, 0.046)  -0.22
C (2.465, 0.412, -1.254)  -0.65
O (0.087, -2.420, 1.491)  -0.62
H (1.336, -1.043, 2.289)  0.12
H (0.618, -0.991, -0.588)  0.39
H (2.158, 0.665, 1.092)  0.20
H (0.937, 1.407, -0.071)  0.20
H (3.279, 1.128, -1.207)  0.23
H (1.896, 0.417, -2.226)  0.22
H (2.945, -0.543, -1.253)  0.21
H (-2.190, -1.285, 0.999)  0.48
H (-3.486, -1.836, 0.898)  0.46
O (-3.101, -0.956, 0.874)  -0.94
H (-3.834, 1.656, -0.751)  0.47
H (-3.329, 2.796, -1.400)  0.45
O (-3.008, 2.206, -0.678)  -0.92

* 2S+1: 1
* orbital gap: 0.3906 Ha
* HOMO: -9.79 eV
* structure (SMILES): CCNC=O.O.O

---

Run B
ORCA calculation (ωB97M-V/def2-TZVPD) on a cluster of 3 separate species, C3H11NO3 in total.

Last column: natural (NBO) charge in e.
Geometry (Å):
C (1.620, 0.322, 0.471)  0.52
N (0.292, 0.221, 0.273)  -0.62
C (-0.542, -0.487, 1.288)  -0.23
C (-1.915, 0.229, 1.574)  -0.61
O (2.301, 1.053, -0.229)  -0.63
H (2.104, -0.303, 1.201)  0.12
H (-0.104, 0.796, -0.329)  0.40
H (0.024, -0.763, 2.272)  0.21
H (-0.860, -1.407, 0.732)  0.21
H (-2.537, -0.351, 2.196)  0.22
H (-2.462, 0.365, 0.709)  0.21
H (-1.627, 1.100, 2.099)  0.20
H (1.555, 1.914, -2.309)  0.48
H (0.208, 2.093, -2.316)  0.45
O (0.777, 1.376, -2.322)  -0.93
H (0.463, -1.365, -1.517)  0.47
H (0.577, -2.521, -2.250)  0.45
O (0.126, -2.276, -1.543)  -0.93

* 2S+1: 1
* orbital gap: 0.3764 Ha
* HOMO: -9.51 eV
* structure (SMILES): CCNC=O.O.O

---

Which of them is most stable, and which least? Most stable: run A; least stable: run B.

---

Run A
ORCA calculation (ωB97M-V/def2-TZVPD) on the molecule C4H3NO.

Last column: natural (NBO) charge in e.
Geometry (Å):
O (-1.095, 1.140, -0.657)  -0.67
C (-0.459, 0.016, -0.130)  -0.03
C (1.009, 0.115, -0.112)  -0.07
C (2.213, 0.206, -0.176)  -0.16
C (-1.125, -0.853, 0.813)  0.16
N (-1.674, -1.759, 1.291)  -0.30
H (-1.268, 1.843, -0.010)  0.49
H (-0.978, -1.043, -0.625)  0.33
H (3.284, 0.253, -0.252)  0.25

* 2S+1: 1
* orbital gap: 0.3816 Ha
* HOMO: -10.05 eV
* structure (SMILES): C#C[C@H](O)C#N

---

Run B
ORCA calculation (ωB97M-V/def2-TZVPD) on a cluster of 2 separate species, C4H3NO in total.

Last column: natural (NBO) charge in e.
Geometry (Å):
C (-1.593, 0.346, -0.489)  -0.27
C (-2.076, -0.620, 0.025)  -0.25
C (1.449, 0.494, 0.284)  0.03
C (1.101, -0.561, 0.923)  0.53
N (2.002, 1.068, -0.663)  -0.51
O (0.512, -1.177, 1.703)  -0.41
H (-1.428, 1.296, -1.023)  0.25
H (-2.736, -1.435, 0.476)  0.26
H (2.769, 0.589, -1.237)  0.36

* 2S+1: 1
* orbital gap: 0.2738 Ha
* HOMO: -8.44 eV
* structure (SMILES): N=C=C=O.C#C

---

Run C
ORCA calculation (ωB97M-V/def2-TZVPD) on a cluster of 2 separate species, C4H3NO in total.

Last column: natural (NBO) charge in e.
Geometry (Å):
C (0.094, 1.757, 1.614)  0.05
C (0.454, -0.384, -0.529)  0.38
C (-0.549, 1.692, 0.459)  -0.14
C (-0.105, -1.620, -1.074)  -0.26
N (0.529, 1.694, 2.702)  -0.24
O (0.883, -1.467, -0.033)  -0.39
H (-0.519, 2.318, -0.403)  0.20
H (-1.061, -1.983, -0.727)  0.21
H (0.273, -2.006, -2.008)  0.20

* 2S+1: 1
* orbital gap (alpha / beta): 0.2744 / 0.2702 Ha
* HOMO (alpha / beta): -9.09 / -8.84 eV

---

Which of them is most stable, and which least? Most stable: run A; least stable: run C.

---

Run A
ORCA calculation (ωB97M-V/def2-TZVPD) on the molecule C4H3NO.

Last column: natural (NBO) charge in e.
Geometry (Å):
O (-1.907, 1.059, -0.467)  -0.64
C (-0.198, -0.825, 0.043)  -0.22
C (1.177, -0.402, -0.119)  -0.05
C (2.305, -0.014, -0.286)  -0.21
C (-1.224, 0.152, 0.207)  0.51
N (-0.972, -0.343, 1.327)  -0.34
H (-2.030, 1.850, 0.067)  0.50
H (-0.459, -1.803, -0.352)  0.22
H (3.308, 0.326, -0.421)  0.24

* 2S+1: 1
* orbital gap: 0.3723 Ha
* HOMO: -9.66 eV
* structure (SMILES): C#C[C@H]1N=C1O

---

Run B
ORCA calculation (ωB97M-V/def2-TZVPD) on the molecule C4H3NO.

Last column: natural (NBO) charge in e.
Geometry (Å):
C (0.625, -0.942, -0.018)  0.46
C (0.879, 0.373, 0.455)  -0.35
C (-0.193, 1.208, 0.116)  0.03
C (-0.828, -0.742, -0.865)  0.06
H (1.697, 0.627, 1.336)  0.26
H (-0.682, 2.218, 0.326)  0.24
H (-1.629, -1.281, -1.164)  0.21
N (-1.078, 0.491, -0.638)  -0.44
O (1.209, -1.952, 0.451)  -0.46

* 2S+1: 1
* orbital gap: 0.2939 Ha
* HOMO: -9.60 eV
* structure (SMILES): O=C1C=CN=C1

---

Which of them is most stable, and which least? Most stable: run B; least stable: run A.

---

Run A
ORCA calculation (ωB97M-V/def2-TZVPD) on a cluster of 2 separate species, C2H7N2O in total.

Last column: natural (NBO) charge in e.
Geometry (Å):
C (-1.458, 0.084, 1.906)  0.15
N (-0.195, -0.014, 2.088)  -0.62
H (-2.110, -0.146, 2.746)  0.21
H (-1.786, 0.863, 1.235)  0.23
H (0.386, -0.419, 1.153)  0.51
H (0.182, -0.254, 3.014)  0.42
C (0.751, 0.272, -1.307)  0.58
N (0.658, -0.163, -2.541)  -0.74
O (0.237, -0.126, -0.246)  -0.73
H (1.179, 1.299, -1.225)  0.14
H (0.214, -1.049, -2.730)  0.43
H (1.194, 0.368, -3.221)  0.43

* 2S+1: 1
* total charge: +1
* orbital gap: 0.3565 Ha
* HOMO: -14.94 eV

---

Run B
ORCA calculation (ωB97M-V/def2-TZVPD) on a cluster of 2 separate species, C2H7N2O in total.

Last column: natural (NBO) charge in e.
Geometry (Å):
C (0.948, 1.997, -0.580)  0.15
N (0.581, 1.974, 0.646)  -0.58
H (1.218, 2.944, -1.036)  0.23
H (0.541, 1.215, -1.209)  0.23
H (0.244, 0.994, 0.875)  0.48
H (0.959, 2.549, 1.393)  0.44
C (-0.242, -1.605, -0.121)  0.55
N (-1.404, -2.231, -0.045)  -0.76
O (0.029, -0.565, 0.493)  -0.73
H (0.556, -2.161, -0.611)  0.15
H (-2.065, -1.975, 0.670)  0.43
H (-1.362, -3.136, -0.476)  0.42

* 2S+1: 1
* total charge: +1
* orbital gap: 0.3528 Ha
* HOMO: -14.73 eV

---

Run C
ORCA calculation (ωB97M-V/def2-TZVPD) on a cluster of 2 separate species, C2H7N2O in total.

Last column: natural (NBO) charge in e.
Geometry (Å):
C (1.669, -0.876, 1.133)  0.17
N (1.028, -0.235, 2.003)  -0.58
H (2.635, -1.281, 1.325)  0.22
H (1.063, -1.461, 0.386)  0.27
H (0.069, 0.162, 1.881)  0.47
H (1.472, 0.121, 2.875)  0.44
C (-1.084, 0.132, -1.363)  0.54
N (-1.646, 1.148, -1.930)  -0.75
O (-0.164, 0.116, -0.419)  -0.78
H (-1.507, -0.895, -1.528)  0.15
H (-1.089, 1.982, -1.810)  0.42
H (-2.448, 1.088, -2.553)  0.44

* 2S+1: 1
* total charge: +1
* orbital gap: 0.3351 Ha
* HOMO: -13.99 eV

---

Run D
ORCA calculation (ωB97M-V/def2-TZVPD) on a cluster of 2 separate species, C2H7N2O in total.

Last column: natural (NBO) charge in e.
Geometry (Å):
C (-1.237, -1.894, 0.948)  0.72
C (0.058, 1.092, -1.265)  -0.42
N (0.751, 1.170, -0.008)  -0.41
N (0.840, -0.186, 0.522)  -0.66
O (-1.352, -1.868, 2.069)  -0.23
H (-1.571, -2.121, -0.011)  0.27
H (0.591, 0.414, -1.978)  0.22
H (-0.977, 0.539, -1.087)  0.14
H (-0.127, 2.149, -1.580)  0.25
H (0.303, 1.641, 0.841)  0.38
H (1.521, -0.728, 0.099)  0.37
H (1.201, -0.207, 1.450)  0.38

* 2S+1: 1
* total charge: +1
* orbital gap (alpha / beta): 0.2475 / 0.2473 Ha
* HOMO (alpha / beta): -13.07 / -13.07 eV

---

Which of them is most stable, and which least? Most stable: run B; least stable: run D.

---

Run A
ORCA calculation (ωB97M-V/def2-TZVPD) on the molecule C2H7N3O.

Last column: natural (NBO) charge in e.
Geometry (Å):
C (1.842, -0.337, -0.350)  -0.43
C (-1.255, 1.119, -0.084)  0.23
H (2.063, 0.574, -1.070)  0.22
H (1.465, -1.152, -1.037)  0.20
H (2.755, -0.699, 0.430)  0.20
H (1.216, 0.100, 1.395)  0.36
H (-1.979, 1.920, -0.278)  0.21
H (-2.938, -0.215, -0.360)  0.38
H (-0.550, -1.120, 0.538)  0.49
N (0.700, 0.003, 0.558)  -0.54
N (-0.004, 1.256, 0.186)  -0.42
N (-1.898, -0.101, -0.026)  -0.32
O (-1.417, -1.347, 0.100)  -0.56

* 2S+1: 1
* orbital gap: 0.3353 Ha
* HOMO: -8.15 eV
* structure (SMILES): CN/N=C\NO

---

Run B
ORCA calculation (ωB97M-V/def2-TZVPD) on the molecule C2H7N3O.

Last column: natural (NBO) charge in e.
Geometry (Å):
C (-0.195, 0.644, 0.065)  0.34
C (-1.122, -0.353, 0.430)  -0.13
H (2.124, -0.748, 1.061)  0.35
H (1.625, -1.557, -0.342)  0.38
H (1.539, 1.352, -0.492)  0.39
H (-0.472, 2.569, -0.370)  0.32
H (-2.165, 0.185, 0.339)  0.24
H (-1.026, -1.117, 1.417)  0.20
H (-1.213, -1.183, -1.393)  0.45
N (1.961, -0.555, -0.028)  -0.67
N (1.081, 0.564, -0.194)  -0.42
N (-0.960, 1.712, -0.122)  -0.73
O (-1.177, -1.513, -0.370)  -0.73

* 2S+1: 1
* orbital gap: 0.3637 Ha
* HOMO: -9.15 eV
* structure (SMILES): [H]/N=C(/CO)NN

---

Run C
ORCA calculation (ωB97M-V/def2-TZVPD) on the molecule C2H7N3O.

Last column: natural (NBO) charge in e.
Geometry (Å):
C (0.481, -0.206, -0.653)  0.47
C (0.533, 0.475, -1.953)  -0.68
N (-0.190, 0.329, 0.301)  -0.31
N (-1.291, 0.628, 2.235)  -0.67
N (-0.263, -0.162, 1.621)  -0.33
O (1.072, -1.472, -0.585)  -0.71
H (0.832, -0.246, -2.820)  0.21
H (-0.526, 0.965, -2.067)  0.26
H (1.231, 1.282, -1.909)  0.23
H (-1.245, 0.989, 3.179)  0.37
H (-2.202, 0.112, 2.107)  0.33
H (-0.216, -1.170, 1.736)  0.36
H (1.784, -1.524, -1.194)  0.48

* 2S+1: 1
* orbital gap: 0.3296 Ha
* HOMO: -8.19 eV
* structure (SMILES): C/C(O)=N/NN

---

Run D
ORCA calculation (ωB97M-V/def2-TZVPD) on the molecule C2H7N3O.

Last column: natural (NBO) charge in e.
Geometry (Å):
C (0.028, 0.388, 0.266)  -0.14
C (-1.020, -0.556, -0.254)  0.41
N (2.355, 0.782, 0.087)  -0.54
N (-2.225, -0.093, 0.283)  -0.83
O (1.323, -0.175, -0.162)  -0.43
N (-0.905, -1.701, -0.758)  -0.68
H (2.997, 0.344, 0.748)  0.34
H (2.854, 0.893, -0.794)  0.34
H (0.062, -1.942, -0.957)  0.36
H (-2.418, 0.894, 0.317)  0.38
H (-3.023, -0.670, 0.069)  0.39
H (-0.065, 1.378, -0.205)  0.19
H (0.035, 0.457, 1.360)  0.20

* 2S+1: 1
* orbital gap: 0.3808 Ha
* HOMO: -9.43 eV
* structure (SMILES): [H]/N=C(/N)CON

---

Which of them is most stable, and which least? Most stable: run D; least stable: run A.